A molecular structure, C31H48KN6O10. Source: the OMol25 dataset; level of theory: wB97M-V/def2-TZVPD.

XYZ file:
```
96
Properties=species:S:1:pos:R:3:mulliken_charge:R:1
H 4.279 -1.950 0.746 0.16
H 1.099 -2.208 0.186 0.02
C -2.171 2.812 -0.063 -0.95
H -1.005 -3.064 -0.811 0.08
H 2.674 -4.559 -6.047 0.29
H -2.365 1.459 -6.449 0.32
H -1.826 -2.242 2.410 -0.56
C -3.048 -0.181 -4.632 0.54
H -3.274 -3.232 2.290 0.48
C 0.409 3.437 -1.806 -0.53
H -1.526 2.873 -2.529 0.34
H -2.645 3.484 -0.792 0.41
H -4.634 -1.089 1.723 0.28
O 1.539 2.791 -1.282 -0.03
H 0.508 -2.544 1.664 0.05
H -2.327 4.253 1.512 0.34
C 2.871 -1.711 -2.671 -1.37
C -2.452 -2.798 1.708 0.50
H -0.747 4.270 0.684 0.25
H -2.302 -4.606 0.520 0.43
C -1.473 0.183 4.299 0.54
H 3.913 -1.900 -2.444 0.47
C 4.228 -1.548 1.762 -1.12
H -3.634 -2.341 -0.040 0.55
N -3.813 -0.709 1.259 -0.48
O 2.678 0.110 1.088 0.23
H 2.267 4.704 -0.959 0.44
N 0.869 -0.550 -2.103 0.60
H -4.577 0.728 -5.817 0.34
C 0.257 -1.180 -3.101 0.77
K 0.197 0.341 1.191 0.78
C -0.127 3.232 2.935 -1.18
H 3.392 -4.138 -3.899 0.33
C 1.303 3.004 2.507 0.74
H 2.338 -0.759 6.911 0.37
C 2.159 -0.807 -1.898 -0.51
H -4.801 0.289 -3.469 0.40
H -2.939 2.160 0.363 0.30
C -1.548 3.624 1.053 -0.49
H 0.354 -2.575 -4.741 0.66
C -3.020 -1.807 0.699 0.25
H -1.679 1.346 6.164 0.45
H -4.003 -0.819 -6.441 0.28
H 0.617 3.835 -2.813 0.38
N 0.983 -0.513 5.353 0.26
H 0.116 4.281 -1.170 0.36
C 0.552 -1.027 4.114 0.13
H -3.279 -0.231 1.995 0.16
C 3.002 -3.350 -4.555 -0.58
N -1.889 -0.728 -2.163 0.51
N 0.240 -2.379 0.696 -0.06
C 0.896 -2.084 -3.945 -0.55
H 3.009 2.364 0.863 -0.31
H 3.484 -2.128 2.309 0.19
O -2.588 0.490 3.850 -0.83
C -0.544 -3.451 0.106 -0.43
H 2.520 -1.891 5.547 0.27
C -3.155 -0.342 -2.247 -0.43
H 2.617 -0.295 -1.057 0.40
N -0.614 -0.600 3.598 -0.16
O -2.798 0.722 -6.894 -0.52
C -1.181 -0.827 -3.283 -0.14
H 3.587 4.033 1.056 0.32
H -2.197 -1.372 0.133 -0.74
O 1.547 3.762 1.339 -0.30
H 1.986 3.294 3.319 0.50
C 2.550 3.657 -0.793 -1.04
C -1.723 -0.587 -4.542 -0.83
O -1.044 2.708 1.993 -0.02
C 0.180 0.335 6.054 -0.01
H 3.479 3.467 -1.343 0.39
C 2.234 -2.365 -3.719 0.22
C -3.771 -0.045 -3.455 -1.34
H -1.111 -0.682 -5.429 0.67
H -0.308 2.710 3.878 0.16
H 0.061 -4.324 -0.185 0.42
H 3.071 -0.226 5.373 0.31
C 3.758 -0.092 1.723 0.46
O 2.168 -3.903 -5.561 -0.51
C 2.760 3.414 0.682 0.27
C -3.683 0.112 -5.968 -0.71
O -1.233 1.967 -0.699 0.86
C 2.307 -0.863 5.827 -1.02
H 0.585 0.689 6.995 0.29
H -0.334 1.550 -2.436 -0.33
H 5.201 -1.639 2.243 0.30
O 4.442 0.776 2.289 -0.76
H 1.503 1.945 2.303 -0.77
H -3.689 -0.258 -1.304 0.37
C -0.718 2.431 -1.925 -0.41
C -1.031 0.690 5.602 -1.25
H 3.860 -2.838 -5.006 0.31
H -1.173 -4.518 1.860 0.38
C -1.639 -3.924 1.066 -1.20
H -0.304 4.302 3.098 0.42
O 1.292 -1.836 3.543 -0.80
```

Charge = -1
F_max = 0.83 eV/Å



A molecular structure, C5H6ClN2 at a distorted geometry. Source: the OMol25 dataset; level of theory: wB97M-V/def2-TZVPD.

XYZ file:
```
14
Properties=species:S:1:pos:R:3:mulliken_charge:R:1
C 1.214 1.587 0.099 0.25
H -1.500 1.188 0.651 0.41
C -1.034 0.262 1.018 -1.39
Cl 1.252 -1.979 1.532 -0.75
N 0.000 -2.285 -1.814 -0.67
H -1.839 -0.413 1.348 0.34
H 0.398 0.870 -1.713 0.27
H 1.693 -0.104 -1.055 0.27
N 1.626 2.416 0.793 -0.48
C -0.468 -1.637 -0.935 0.38
H -1.477 -0.563 -0.885 0.07
H -0.383 0.554 1.852 0.39
C 0.805 0.490 -0.758 -0.33
C -0.287 -0.388 -0.131 0.24
```

Charge = -1
F_max = 4.10 eV/Å



2 unconnected molecules or ions with the total composition C2H6O3 at a distorted geometry. Source: the OMol25 dataset; level of theory: wB97M-V/def2-TZVPD.

XYZ file:
```
11
Properties=species:S:1:pos:R:3:mulliken_charge:R:1
H 1.207 -2.809 -0.589 0.23
H -0.545 0.026 0.318 0.37
O 0.419 2.220 0.280 -0.42
H 0.570 -1.618 1.493 0.31
H -0.440 -2.892 0.130 0.28
H -1.559 2.366 -0.059 0.33
O 0.724 -1.260 0.612 -0.57
H -0.081 -1.748 -1.243 0.27
O -0.815 0.490 -0.520 -0.41
C -0.630 1.776 -0.059 0.14
C 0.293 -2.260 -0.366 -0.52
```

ΔE to the lowest compared entry with this formula, charge and spin = 168.4 kJ/mol
Charge = 0
F_max = 2.02 eV/Å



A single CHFN2O molecule at a distorted geometry. Source: the OMol25 dataset; level of theory: wB97M-V/def2-TZVPD.

XYZ file:
```
6
Properties=species:S:1:pos:R:3:mulliken_charge:R:1
C -0.567 -0.236 0.074 0.52
N 2.071 -0.466 -0.173 -0.10
N -1.715 -0.011 0.339 -0.35
H -2.446 0.445 -0.149 0.29
O 0.534 -0.632 0.063 -0.15
F 2.122 0.900 -0.154 -0.20
```

ΔE to the lowest compared entry with this formula, charge and spin = 480.1 kJ/mol
Charge = 0
F_max = 1.90 eV/Å



3 unconnected molecules or ions with the total composition CH6NO4 at a distorted geometry. Source: the OMol25 dataset; level of theory: wB97M-V/def2-TZVPD.

XYZ file:
```
12
Properties=species:S:1:pos:R:3:mulliken_charge:R:1
C 0.302 -0.716 -0.382 0.64
H 0.866 -0.352 -2.306 0.20
H 1.087 2.005 -0.207 0.30
H -1.742 -1.833 1.613 0.30
H 1.402 0.755 -1.221 0.21
N 1.161 -0.151 -1.345 -0.46
O 0.312 -0.252 0.853 -0.85
O -1.834 -1.009 2.166 -0.74
O 0.186 2.262 -0.329 -0.70
H -1.021 -0.526 1.811 0.46
O -0.306 -1.803 -0.785 -0.74
H -0.412 1.621 0.133 0.38
```

ΔE to the lowest compared entry with this formula, charge and spin = 90.0 kJ/mol
Charge = -1
F_max = 3.76 eV/Å



no.,DFT total energy (hartree),gap between HOMO and LUMO (eV)
1,-2891.07683,7.33
2,-763.76433,7.37
3,-305.48839,11.25
4,-323.08291,8.48
5,-397.50014,8.89